[1]
Below is C23H28AsCl5LuN6S2 as an isolated structure, with properties calculated with ωB97M-V with the def2-TZVPD basis set.

## Properties
orbital gap	7.623	eV
ΔE to the lowest compared entry with this formula, charge and spin	0.0	kcal/mol
charge	+1
spin multiplicity	1
lowest unoccupied orbital energy	-2.910	eV
total energy	-7790.353737	a.u.

```
66
C23H28AsCl5LuN6S2, DFT ωB97M-V with the def2-TZVPD basis set
Lu -0.31 -1.15 -0.58
C -2.64 -3.88 2.32
C -2.18 -3.15 1.10
N -0.94 -2.96 0.78
N 0.02 -3.50 1.60
C 1.21 -3.49 1.05
N 2.20 -4.01 1.82
S 1.69 -2.90 -0.52
C -3.18 -2.63 0.13
C -4.53 -2.88 0.29
C -5.43 -2.40 -0.65
C -4.94 -1.67 -1.73
C -3.57 -1.46 -1.81
N -2.71 -1.92 -0.92
H -1.80 -4.11 2.96
H -3.14 -4.81 2.04
H -3.36 -3.27 2.86
H 1.92 -4.54 2.63
H 3.08 -4.21 1.39
H -4.88 -3.45 1.14
H -6.48 -2.58 -0.54
H -5.59 -1.28 -2.49
H -3.16 -0.90 -2.64
C -2.46 2.46 -1.84
As -2.26 2.42 0.07
C -3.81 3.29 0.78
C -0.77 3.55 0.49
S -2.11 0.49 0.91
H -2.36 3.49 -2.18
H -3.45 2.08 -2.08
H -1.70 1.84 -2.31
H -3.92 4.28 0.33
H -3.69 3.39 1.86
H -4.68 2.68 0.56
H -0.99 4.57 0.17
H 0.12 3.19 -0.01
H -0.63 3.52 1.58
Cl -0.70 -1.85 -3.32
C -0.01 -0.22 -3.47
C 0.56 0.28 -2.32
C 1.21 1.49 -2.49
Cl 2.09 2.19 -1.14
C 1.22 2.20 -3.70
Cl 2.00 3.72 -3.84
C 0.57 1.65 -4.81
Cl 0.55 2.50 -6.30
C -0.05 0.41 -4.71
Cl -0.81 -0.32 -6.07
N 1.04 -0.17 1.04
C 1.97 0.16 1.65
N 3.00 0.53 2.34
C 4.07 -0.46 2.59
C 5.17 -0.33 1.53
C 5.17 1.07 0.91
C 4.83 2.11 1.97
C 3.38 1.95 2.42
H 3.61 -1.45 2.60
H 4.44 -0.25 3.59
H 5.03 -1.08 0.75
H 6.13 -0.54 2.00
H 4.44 1.12 0.11
H 6.14 1.28 0.45
H 4.97 3.13 1.59
H 5.50 2.01 2.82
H 2.70 2.50 1.77
H 3.23 2.29 3.45
```

[2]
Below is C44H43CaF4N3OS2Sb as an isolated structure, with properties calculated with ωB97M-V with the def2-TZVPD basis set.

## Properties
orbital gap	5.980	eV
ΔE to the lowest compared entry with this formula, charge and spin	21.5	kcal/mol
charge	-1
spin multiplicity	1
lowest unoccupied orbital energy	2.172	eV
total energy	-4055.908015	a.u.

```
99
C44H43CaF4N3OS2Sb, DFT ωB97M-V with the def2-TZVPD basis set
Ca 0.15 -0.98 -0.25
S 2.05 -0.25 -2.00
C 3.05 -1.71 -2.18
C 4.03 -1.67 -3.17
C 4.87 -2.74 -3.42
C 4.73 -3.90 -2.67
C 3.77 -3.95 -1.68
C 2.92 -2.88 -1.40
S 1.76 -3.10 -0.08
H 4.12 -0.76 -3.76
H 5.62 -2.67 -4.20
H 5.37 -4.76 -2.84
H 3.65 -4.85 -1.08
C -3.10 -4.64 2.28
C -1.78 -4.38 1.54
C -0.94 -3.36 2.31
C -2.03 -4.18 0.05
C -2.12 -5.35 -0.69
C -2.40 -5.36 -2.04
C -2.60 -4.15 -2.67
C -2.51 -2.94 -1.99
C -2.78 -1.70 -2.83
C -1.79 -0.55 -2.67
C -4.22 -1.20 -2.65
C -2.24 -2.94 -0.61
N -2.05 -1.73 0.10
C -3.05 -1.30 0.89
C -4.40 -1.71 0.87
C -5.34 -1.18 1.74
C -5.01 -0.22 2.69
C -3.68 0.20 2.76
C -2.77 -0.33 1.89
F -1.45 0.04 2.01
H -2.90 -4.87 3.33
H -3.64 -5.48 1.84
H -3.74 -3.76 2.24
H -1.20 -5.31 1.58
H -1.51 -2.46 2.55
H -0.03 -3.09 1.79
H -0.64 -3.81 3.26
H -1.93 -6.29 -0.18
H -2.44 -6.29 -2.59
H -2.81 -4.13 -3.74
H -2.67 -2.03 -3.87
H -1.86 -0.12 -1.68
H -1.99 0.23 -3.41
H -0.76 -0.87 -2.85
H -4.37 -0.83 -1.63
H -4.94 -2.00 -2.82
H -4.44 -0.39 -3.34
H -4.69 -2.48 0.17
H -6.36 -1.53 1.68
H -5.75 0.17 3.37
H -3.34 0.90 3.51
F 8.36 4.40 -0.74
C 7.09 3.97 -0.60
C 6.53 3.97 0.67
C 5.22 3.53 0.81
C 4.48 3.11 -0.29
C 5.08 3.13 -1.54
C 6.39 3.56 -1.71
Sb 2.41 2.54 -0.17
C 1.92 4.05 1.32
C 1.71 5.35 0.84
C 1.35 6.39 1.69
C 1.17 6.11 3.03
F 0.81 7.12 3.86
C 1.36 4.85 3.55
C 1.73 3.82 2.68
C 2.64 0.95 1.23
C 1.50 0.53 1.92
C 1.51 -0.58 2.75
C 2.70 -1.27 2.88
F 2.74 -2.35 3.68
C 3.85 -0.89 2.22
C 3.81 0.23 1.40
H 7.12 4.30 1.51
H 4.78 3.52 1.80
H 4.52 2.79 -2.41
H 6.87 3.57 -2.68
H 1.83 5.56 -0.21
H 1.19 7.39 1.32
H 1.22 4.68 4.61
H 1.90 2.83 3.09
H 0.57 1.09 1.82
H 0.63 -0.92 3.28
H 4.75 -1.48 2.33
H 4.70 0.51 0.85
C -4.08 2.62 0.08
N -2.84 2.12 -0.47
C -1.63 2.21 0.14
N -1.55 3.05 1.22
O -0.64 1.62 -0.30
H -4.86 2.50 -0.68
H -4.01 3.68 0.30
H -4.40 2.07 0.97
H -2.88 1.41 -1.18
H -2.37 3.27 1.75
H -0.67 3.05 1.71
```

[3]
Below is C47H38IrN3O2PSe2 as an isolated structure, with properties calculated with ωB97M-V with the def2-TZVPD basis set.

## Properties
orbital gap (alpha / beta)	7.972 / 4.939	eV
ΔE to the lowest compared entry with this formula, charge and spin	5.6	kcal/mol
<S²>	8.831
charge	+2
spin multiplicity	6
lowest unoccupied orbital energy (alpha / beta)	-4.618 / -7.885	eV
total energy	-7376.605845	a.u.

```
94
C47H38IrN3O2PSe2, DFT ωB97M-V with the def2-TZVPD basis set
Ir 0.62 0.07 -2.04
Se 3.36 2.64 -2.31
Se 2.93 0.47 -4.54
C 3.52 -0.55 -3.07
C 4.82 -1.02 -3.01
C 5.21 -1.81 -1.93
C 4.28 -2.11 -0.96
C 3.00 -1.61 -1.08
N 2.62 -0.82 -2.10
C 1.66 3.15 -2.97
C 1.50 4.47 -3.38
C 0.39 4.80 -4.15
C -0.52 3.81 -4.47
C -0.31 2.53 -3.96
N 0.73 2.20 -3.20
H 5.51 -0.78 -3.80
H 6.23 -2.18 -1.87
H 4.53 -2.75 -0.12
H 2.23 -1.85 -0.36
H 2.25 5.20 -3.14
H 0.25 5.81 -4.50
H -1.38 4.00 -5.10
H -1.02 1.75 -4.17
C -4.92 0.86 -4.63
C -3.71 0.28 -4.97
C -2.68 0.23 -4.04
C -2.86 0.76 -2.77
C -4.09 1.32 -2.42
C -5.12 1.37 -3.35
P -1.57 0.59 -1.51
C -1.73 1.98 -0.37
C -1.85 3.28 -0.87
C -1.80 4.36 -0.01
C -1.64 4.17 1.35
C -1.55 2.88 1.86
C -1.59 1.79 1.00
C -2.04 -0.96 -0.74
C -3.12 -1.20 0.07
C -3.51 -2.54 0.34
C -2.86 -3.58 -0.27
C -1.76 -3.35 -1.14
C -1.09 -4.39 -1.83
C -0.05 -4.12 -2.67
C 0.43 -2.80 -2.82
C -0.17 -1.75 -2.16
C -1.32 -2.02 -1.33
H -5.72 0.91 -5.36
H -3.56 -0.14 -5.96
H -1.75 -0.26 -4.30
H -4.25 1.73 -1.43
H -6.07 1.80 -3.08
H -2.00 3.44 -1.93
H -1.91 5.36 -0.41
H -1.60 5.02 2.02
H -1.45 2.72 2.93
H -1.53 0.78 1.39
H -3.69 -0.38 0.49
H -4.35 -2.73 0.99
H -3.19 -4.60 -0.11
H -1.44 -5.41 -1.70
H 0.43 -4.93 -3.21
H 1.29 -2.62 -3.46
C -1.44 -3.63 5.79
C -0.13 -2.98 5.43
C 1.03 -3.33 6.12
C 2.27 -2.76 5.84
C 2.36 -1.81 4.85
C 1.20 -1.43 4.17
N 1.27 -0.51 3.13
C 2.07 0.59 3.02
C 2.74 1.10 4.15
C 3.60 2.17 4.00
C 3.78 2.76 2.75
C 3.07 2.29 1.64
C 2.21 1.23 1.75
C 1.47 0.78 0.51
O 1.60 1.48 -0.52
O 0.76 -0.27 0.50
C -0.05 -2.01 4.43
C -1.26 -1.55 3.65
H -1.27 -4.48 6.45
H -1.98 -3.99 4.91
H -2.09 -2.93 6.32
H 0.96 -4.09 6.89
H 3.15 -3.09 6.37
H 3.32 -1.40 4.57
H 0.75 -0.71 2.25
H 2.56 0.68 5.13
H 4.11 2.57 4.87
H 4.45 3.60 2.65
H 3.18 2.77 0.68
H -1.28 -0.47 3.54
H -2.18 -1.84 4.15
H -1.28 -2.00 2.65
```

[4]
Below is CHFNO2S as an isolated structure, with properties calculated with ωB97M-V with the def2-TZVPD basis set.

## Properties
orbital gap	8.452	eV
ΔE to the lowest compared entry with this formula, charge and spin	36.9	kcal/mol
charge	-1
spin multiplicity	1
lowest unoccupied orbital energy	3.588	eV
total energy	-742.001738	a.u.

```
7
CHFNO2S, DFT ωB97M-V with the def2-TZVPD basis set
C -0.58 0.43 1.04
N 0.70 -1.75 -0.92
O 0.22 0.99 1.81
O -0.73 0.72 -0.19
F 1.48 0.54 -1.44
S 0.22 -0.61 -1.69
H -1.31 -0.33 1.40
```

[5]
Below is one molecule with the formula C9H17NO2Si, with properties calculated with ωB97M-V with the def2-TZVPD basis set.

## Properties
orbital gap	9.125	eV
ΔE to the lowest compared entry with this formula, charge and spin	0.0	kcal/mol
spin multiplicity	1
lowest unoccupied orbital energy	0.762	eV
SMILES string	CO[Si](OC)(c1ccc[nH]1)C(C)C
total energy	-847.879661	a.u.

```
30
C9H17NO2Si, DFT ωB97M-V with the def2-TZVPD basis set
C 2.31 1.12 -2.41
C 1.19 1.37 -1.64
C 3.02 0.09 -1.84
C 1.17 0.43 -0.61
C -2.22 -1.45 -0.71
C -2.27 1.00 -0.92
C 0.11 -2.36 2.02
C 0.67 1.83 2.34
C -1.95 -0.13 0.07
N 2.25 -0.37 -0.82
O 0.56 -1.50 0.99
O -0.40 1.11 1.80
Si -0.11 -0.07 0.59
H 2.49 1.55 -3.43
H 0.50 2.07 -1.94
H 3.83 -0.43 -2.22
H -1.41 -1.57 -1.47
H -2.09 -2.19 0.09
H -3.19 -1.32 -1.22
H -1.62 1.01 -1.86
H -2.11 1.99 -0.33
H -3.28 0.90 -1.23
H 0.08 -1.73 2.84
H 0.89 -3.12 2.01
H -0.81 -2.65 1.71
H 0.54 2.80 2.09
H 1.54 1.30 2.02
H 0.50 1.65 3.42
H -2.71 -0.16 0.89
H 2.49 -1.16 -0.23
```

[6]
Below is a 7-piece molecular cluster, C7H28O7 overall, with properties calculated with ωB97M-V with the def2-TZVPD basis set.

## Properties
orbital gap	10.569	eV
ΔE to the lowest compared entry with this formula, charge and spin	107.1	kcal/mol
spin multiplicity	1
lowest unoccupied orbital energy	0.368	eV
SMILES string	CO.CO.CO.CO.CO.CO.CO
total energy	-810.000459	a.u.

```
42
C7H28O7, DFT ωB97M-V with the def2-TZVPD basis set
C 18.76 -15.63 -2.63
O 19.29 -14.37 -3.12
H 19.22 -15.81 -1.66
H 17.68 -15.67 -2.50
H 19.10 -16.42 -3.30
H 18.95 -14.40 -4.01
C 16.68 -9.52 -2.06
O 15.40 -9.16 -1.65
H 17.03 -10.31 -1.40
H 16.72 -9.83 -3.11
H 17.34 -8.69 -1.80
H 15.49 -8.94 -0.72
C 10.54 -11.38 2.65
O 9.26 -11.12 2.08
H 10.99 -12.16 2.04
H 11.18 -10.50 2.67
H 10.45 -11.84 3.64
H 8.59 -10.95 2.74
C 13.60 -7.59 -5.97
O 13.17 -6.95 -7.15
H 13.22 -8.62 -5.96
H 14.69 -7.59 -5.90
H 13.24 -7.15 -5.04
H 13.28 -7.57 -7.88
C 13.71 -13.32 -3.07
O 14.07 -13.40 -1.70
H 13.33 -12.33 -3.33
H 14.54 -13.43 -3.77
H 12.98 -14.09 -3.31
H 14.52 -12.58 -1.47
C 10.70 -18.74 -6.17
O 10.98 -18.72 -7.53
H 11.27 -18.00 -5.61
H 9.63 -18.65 -6.03
H 11.04 -19.71 -5.80
H 10.31 -19.22 -8.01
C 17.41 -12.93 -8.25
O 17.85 -13.95 -7.37
H 17.82 -12.98 -9.26
H 16.32 -12.97 -8.30
H 17.63 -11.92 -7.92
H 18.01 -14.70 -7.95
```